# 1
{
  "formula": "C52H63BrCl2IN4O5S2",
  "method": "ωB97M-V/def2-TZVPD",
  "elements": ["C", "C", "C", "C", "C", "N", "C", "C", "C", "C", "Br", "C", "C", "C", "C", "S", "O", "C", "C", "N", "C", "C", "N", "C", "S", "I", "C", "C", "C", "N", "C", "Cl", "C", "C", "Cl", "H", "H", "H", "H", "H", "H", "H", "H", "H", "H", "H", "H", "H", "H", "H", "H", "H", "H", "H", "H", "H", "H", "H", "H", "H", "H", "H", "H", "H", "H", "H", "H", "H", "H", "H", "H", "H", "H", "H", "H", "H", "H", "H", "H", "H", "H", "H", "C", "C", "C", "C", "C", "C", "C", "O", "C", "C", "C", "C", "C", "C", "C", "O", "H", "H", "H", "H", "H", "H", "H", "H", "C", "C", "C", "C", "C", "C", "C", "O", "C", "C", "C", "C", "C", "C", "C", "O", "H", "H", "H", "H", "H", "H", "H", "H"],
  "positions_angstrom": [[2.330, 6.902, 0.216], [3.411, 5.823, 0.141], [3.024, 4.648, -0.768], [3.732, 3.298, -0.488], [3.167, 1.840, -0.353], [1.744, 1.391, 0.017], [0.617, 2.041, -0.835], [0.709, 2.568, -2.307], [1.840, 2.438, -3.342], [1.631, -0.130, -0.331], [1.530, -0.375, -2.253], [0.449, -0.921, 0.371], [0.921, -1.976, 1.401], [1.907, -3.136, 1.094], [2.817, -3.101, -0.140], [3.352, -4.774, -0.607], [-0.365, -1.458, -0.632], [-0.485, -2.846, -0.972], [-1.573, -3.608, -0.237], [-0.432, 0.037, 1.055], [-1.825, -0.400, 1.176], [-2.808, 0.005, 0.041], [-2.248, 0.814, -1.045], [-0.009, 1.049, 1.912], [-0.251, 0.471, 3.674], [-1.526, 2.773, 1.759], [1.499, 1.577, 1.614], [1.641, 3.076, 1.904], [1.165, 3.672, 3.214], [1.389, 4.897, 3.391], [2.625, 0.845, 2.582], [3.765, -0.376, 1.875], [3.631, 1.579, 3.535], [4.608, 2.638, 3.066], [2.872, 2.101, 5.073], [1.325, 6.468, 0.187], [2.401, 7.469, 1.140], [2.412, 7.598, -0.620], [3.685, 5.474, 1.140], [4.304, 6.289, -0.281], [3.322, 4.930, -1.776], [1.949, 4.575, -0.807], [4.364, 3.454, 0.387], [4.444, 3.152, -1.304], [3.785, 1.321, 0.367], [3.341, 1.327, -1.294], [0.207, 2.827, -0.224], [-0.150, 1.268, -0.832], [0.478, 3.630, -2.257], [-0.185, 2.113, -2.740], [1.373, 2.475, -4.327], [2.405, 1.518, -3.296], [2.537, 3.263, -3.300], [2.581, -0.585, -0.138], [1.273, -1.438, 2.276], [-0.018, -2.420, 1.727], [2.551, -3.251, 1.968], [1.327, -4.059, 1.045], [3.725, -2.530, 0.050], [2.332, -2.671, -1.009], [2.895, -4.786, -1.859], [-0.739, -2.820, -2.034], [0.468, -3.362, -0.918], [-2.570, -3.289, -0.542], [-1.514, -3.532, 0.846], [-1.468, -4.664, -0.493], [-1.826, -1.481, 1.268], [-2.196, -0.050, 2.138], [-3.652, 0.518, 0.508], [-3.198, -0.922, -0.379], [-2.635, 0.515, -1.930], [-2.533, 1.779, -0.932], [-0.721, 1.606, 4.190], [1.133, 3.655, 1.142], [2.688, 3.331, 1.802], [0.684, 3.033, 3.940], [1.043, 5.217, 4.293], [2.038, 0.252, 3.268], [4.217, 0.730, 3.877], [4.179, 3.637, 3.036], [5.439, 2.668, 3.770], [5.016, 2.366, 2.092], [-9.040, 6.955, -2.690], [-9.516, 7.712, -1.625], [-8.701, 7.974, -0.537], [-7.405, 7.474, -0.506], [-6.930, 6.706, -1.572], [-7.750, 6.452, -2.664], [-5.554, 6.137, -1.560], [-5.128, 5.469, -2.478], [-4.708, 6.411, -0.359], [-3.430, 5.869, -0.306], [-2.625, 6.107, 0.792], [-3.086, 6.889, 1.847], [-4.356, 7.436, 1.796], [-5.171, 7.196, 0.696], [-6.547, 7.784, 0.674], [-6.940, 8.479, 1.583], [-9.678, 6.758, -3.540], [-10.525, 8.100, -1.647], [-9.050, 8.565, 0.298], [-7.361, 5.861, -3.481], [-3.091, 5.267, -1.138], [-1.627, 5.688, 0.828], [-2.452, 7.072, 2.705], [-4.739, 8.050, 2.599], [-1.116, -13.257, -1.422], [-1.734, -12.319, -0.603], [-1.070, -11.155, -0.255], [0.219, -10.927, -0.720], [0.843, -11.873, -1.535], [0.169, -13.036, -1.887], [2.235, -11.672, -2.035], [2.772, -12.483, -2.755], [2.944, -10.428, -1.608], [4.255, -10.228, -2.020], [4.928, -9.079, -1.644], [4.293, -8.122, -0.858], [2.989, -8.318, -0.438], [2.311, -9.472, -0.813], [0.907, -9.659, -0.341], [0.349, -8.808, 0.320], [-1.638, -14.164, -1.696], [-2.735, -12.499, -0.236], [-1.533, -10.412, 0.378], [0.669, -13.753, -2.523], [4.727, -10.984, -2.633], [5.950, -8.924, -1.964], [4.826, -7.226, -0.569], [2.478, -7.589, 0.175]],
  "gap_ev": 7.90,
  "lumo_energy_ev": -3.13,
  "total_charge": 1
}

***

# 2
{
  "formula": "C52H66CdClN7O4S2",
  "method": "ωB97M-V/def2-TZVPD",
  "elements": ["Cd", "C", "C", "C", "C", "C", "C", "C", "C", "C", "C", "C", "C", "C", "C", "C", "C", "N", "C", "C", "C", "N", "C", "C", "C", "N", "C", "C", "C", "C", "C", "C", "C", "C", "C", "C", "C", "C", "N", "C", "C", "H", "H", "H", "H", "H", "H", "H", "H", "H", "H", "H", "H", "H", "H", "H", "H", "H", "H", "H", "H", "H", "H", "H", "H", "H", "H", "H", "H", "H", "H", "H", "H", "H", "H", "H", "H", "H", "H", "H", "H", "H", "H", "H", "H", "C", "C", "C", "C", "C", "O", "C", "C", "C", "C", "C", "C", "Cl", "C", "C", "C", "N", "C", "N", "C", "N", "H", "H", "H", "H", "H", "H", "H", "H", "H", "H", "H", "H", "H", "H", "H", "H", "H", "H", "H", "H", "H", "H", "O", "S", "O", "O", "S"],
  "positions_angstrom": [[0.360, 0.173, -0.182], [3.973, -1.226, 4.819], [3.026, -0.027, 4.831], [1.942, -0.213, 3.820], [0.686, -0.755, 4.032], [0.108, -1.219, 5.331], [-0.801, -0.146, 5.937], [0.036, -0.754, 2.770], [-1.294, -1.364, 2.511], [-2.128, -0.890, 1.372], [-3.490, -1.252, 1.169], [-4.340, -2.053, 2.103], [-5.040, -1.198, 3.163], [-3.835, -0.776, -0.089], [-2.675, -0.128, -0.607], [-2.546, 0.397, -1.900], [-1.448, 0.968, -2.527], [-0.226, 1.186, -1.952], [0.604, 1.670, -2.902], [1.965, 1.938, -2.731], [2.724, 1.689, -1.583], [2.255, 1.111, -0.457], [3.268, 1.081, 0.463], [3.142, 0.640, 1.773], [2.031, 0.083, 2.427], [0.847, -0.265, 1.824], [4.455, 1.649, -0.132], [4.120, 2.024, -1.407], [5.017, 2.654, -2.426], [4.937, 4.185, -2.417], [5.791, 1.762, 0.530], [5.952, 3.065, 1.316], [-0.124, 1.830, -4.141], [-1.400, 1.386, -3.908], [-2.552, 1.381, -4.863], [-3.370, 2.670, -4.738], [0.427, 2.409, -5.407], [0.438, 3.939, -5.345], [-1.665, -0.199, 0.322], [-5.132, -0.970, -0.818], [-5.883, 0.335, -1.125], [4.803, -1.091, 5.512], [4.369, -1.365, 3.816], [3.427, -2.125, 5.095], [3.591, 0.883, 4.611], [2.589, 0.090, 5.826], [0.915, -1.445, 6.035], [-0.468, -2.135, 5.183], [-0.250, 0.787, 6.053], [-1.184, -0.462, 6.907], [-1.657, 0.041, 5.293], [-1.885, -1.396, 3.431], [-3.735, -2.806, 2.606], [-5.104, -2.581, 1.524], [-4.308, -0.716, 3.806], [-5.679, -1.822, 3.787], [-5.657, -0.432, 2.691], [-3.432, 0.292, -2.517], [2.474, 2.393, -3.571], [4.018, 0.773, 2.399], [4.756, 2.279, -3.419], [6.054, 2.357, -2.232], [3.941, 4.522, -2.695], [5.662, 4.619, -3.107], [5.152, 4.561, -1.420], [6.582, 1.708, -0.224], [5.928, 0.921, 1.215], [5.992, 3.920, 0.643], [6.872, 3.046, 1.902], [5.107, 3.199, 1.985], [-3.199, 0.520, -4.670], [-2.183, 1.291, -5.890], [-3.607, 2.853, -3.693], [-4.298, 2.609, -5.308], [-2.793, 3.514, -5.107], [-0.180, 2.081, -6.258], [1.445, 2.044, -5.577], [-0.548, 4.304, -5.070], [0.714, 4.373, -6.306], [1.140, 4.275, -4.587], [-5.771, -1.607, -0.205], [-4.943, -1.512, -1.753], [-5.717, 1.058, -0.330], [-6.957, 0.159, -1.207], [-5.545, 0.783, -2.056], [1.051, -4.584, -4.189], [0.197, -4.345, -5.436], [0.440, -5.521, -6.398], [0.710, -3.091, -6.158], [-1.334, -4.187, -5.115], [-2.073, -4.268, -6.334], [-1.914, -5.176, -4.080], [-1.886, -6.695, -4.339], [-0.950, -7.438, -3.418], [-0.996, -7.206, -2.042], [-0.171, -7.901, -1.172], [0.700, -8.847, -1.680], [1.717, -9.747, -0.604], [0.757, -9.110, -3.042], [-0.074, -8.400, -3.898], [-1.706, -2.765, -4.577], [-1.160, -2.455, -3.290], [-0.127, -1.664, -2.948], [0.130, -1.785, -1.666], [-0.812, -2.655, -1.228], [-1.599, -3.080, -2.183], [2.098, -4.605, -4.484], [0.817, -5.533, -3.718], [0.939, -3.797, -3.453], [1.478, -5.503, -6.720], [-0.183, -5.441, -7.286], [0.271, -6.478, -5.919], [1.710, -3.278, -6.544], [0.776, -2.239, -5.490], [0.060, -2.844, -6.995], [-2.297, -5.195, -6.466], [-2.955, -4.872, -3.953], [-1.426, -4.977, -3.130], [-1.647, -6.940, -5.375], [-2.889, -7.092, -4.153], [-1.684, -6.483, -1.633], [-0.215, -7.702, -0.113], [1.434, -9.857, -3.425], [-0.035, -8.621, -4.957], [-2.797, -2.737, -4.497], [-1.409, -2.000, -5.294], [0.406, -1.038, -3.634], [-0.887, -2.972, -0.203], [-1.047, -4.780, 4.630], [-2.049, -4.015, 3.902], [-3.083, -4.840, 3.290], [-2.580, -2.888, 4.661], [-0.967, -3.217, 2.243]],
  "gap_ev": [3.89, 3.90],
  "lumo_energy_ev": [3.37, 3.37],
  "total_charge": -2
}

***

# 3
{
  "formula": "C52H70BCl2N8O2P2S3Ti",
  "method": "ωB97M-V/def2-TZVPD",
  "elements": ["Ti", "C", "C", "C", "C", "N", "N", "B", "N", "N", "C", "C", "C", "C", "C", "S", "C", "C", "C", "C", "N", "N", "C", "C", "C", "C", "C", "S", "C", "C", "C", "C", "C", "S", "C", "C", "C", "C", "H", "H", "H", "H", "H", "H", "H", "H", "H", "H", "H", "H", "H", "H", "H", "H", "H", "H", "H", "H", "H", "H", "H", "H", "H", "H", "H", "H", "H", "H", "H", "H", "H", "H", "H", "H", "H", "H", "H", "Cl", "C", "C", "C", "Cl", "C", "O", "C", "C", "O", "C", "H", "H", "H", "C", "P", "C", "N", "C", "C", "C", "C", "C", "C", "N", "C", "P", "C", "C", "C", "C", "C", "C", "C", "C", "C", "H", "H", "H", "H", "H", "H", "H", "H", "H", "H", "H", "H", "H", "H", "H", "H", "H", "H", "H", "H", "H", "H", "H", "H", "H", "H", "H", "H"],
  "positions_angstrom": [[-2.515, 0.649, -0.178], [-3.139, 3.138, -4.750], [-1.899, 2.427, -4.289], [-0.852, 2.249, -5.134], [0.324, 1.622, -4.668], [0.350, 1.073, -3.493], [-0.694, 1.176, -2.642], [-0.263, 0.310, -1.334], [1.074, 0.918, -0.849], [2.290, 0.373, -0.974], [3.327, 1.109, -0.702], [3.196, 2.483, -0.351], [1.974, 3.011, -0.114], [1.752, 4.414, 0.367], [0.871, 2.137, -0.315], [-0.717, 2.555, 0.059], [4.712, 0.476, -0.825], [4.677, -0.998, -0.402], [5.171, 0.605, -2.289], [5.731, 1.197, 0.072], [-0.256, -1.255, -1.483], [0.805, -1.690, -2.219], [0.968, -2.957, -2.450], [-0.021, -3.895, -2.055], [-1.054, -3.504, -1.279], [-2.093, -4.477, -0.810], [-1.120, -2.126, -0.882], [-2.226, -1.722, 0.350], [2.253, -3.476, -3.095], [2.981, -4.288, -2.007], [1.914, -4.393, -4.280], [3.171, -2.346, -3.583], [-1.789, 1.953, -2.936], [-2.998, 2.484, -1.835], [1.611, 1.541, -5.481], [1.499, 2.293, -6.803], [1.921, 0.061, -5.743], [2.737, 2.161, -4.636], [-3.139, 3.230, -5.836], [-3.190, 4.137, -4.310], [-4.035, 2.609, -4.427], [-0.927, 2.586, -6.161], [4.074, 3.108, -0.239], [2.702, 4.931, 0.498], [1.216, 4.402, 1.318], [1.132, 4.967, -0.342], [3.829, -1.522, -0.839], [4.610, -1.073, 0.686], [5.599, -1.491, -0.721], [4.502, 0.068, -2.965], [6.177, 0.189, -2.392], [5.205, 1.655, -2.595], [5.343, 1.352, 1.083], [6.038, 2.163, -0.338], [6.628, 0.580, 0.148], [0.057, -4.930, -2.368], [-1.964, -5.440, -1.303], [-3.098, -4.099, -1.012], [-2.028, -4.620, 0.272], [2.354, -5.094, -1.614], [3.273, -3.643, -1.173], [3.884, -4.738, -2.428], [1.417, -5.316, -3.970], [2.838, -4.674, -4.792], [1.272, -3.876, -5.000], [3.016, -1.441, -2.999], [2.974, -2.118, -4.631], [4.216, -2.656, -3.500], [0.754, 1.844, -7.469], [2.462, 2.248, -7.316], [1.249, 3.348, -6.656], [1.196, -0.371, -6.441], [1.875, -0.487, -4.804], [2.921, -0.047, -6.177], [2.529, 3.216, -4.428], [3.689, 2.096, -5.171], [2.829, 1.631, -3.685], [-8.746, -2.083, -2.665], [-7.424, -1.308, -1.861], [-7.663, -0.565, -0.700], [-6.632, 0.053, -0.036], [-7.009, 1.025, 1.334], [-5.296, -0.065, -0.475], [-4.286, 0.454, 0.180], [-5.096, -0.761, -1.694], [-3.816, -0.779, -2.299], [-2.818, -0.230, -1.828], [-6.162, -1.388, -2.366], [-8.673, -0.460, -0.323], [-3.697, -1.277, -3.263], [-5.969, -1.924, -3.290], [-0.682, 2.724, 3.249], [-1.926, 1.404, 2.894], [-1.380, 0.340, 4.377], [-1.825, 0.704, 5.553], [-1.472, 0.014, 6.659], [-1.934, 0.428, 7.932], [-1.601, -0.300, 9.036], [-0.808, -1.471, 8.921], [-0.345, -1.882, 7.707], [-0.657, -1.125, 6.551], [-0.142, -1.473, 5.351], [-0.436, -0.759, 4.285], [0.415, -1.197, 2.694], [0.215, -3.028, 2.828], [2.266, -0.975, 3.018], [2.878, -1.692, 4.224], [2.500, 0.533, 3.140], [2.928, -1.502, 1.738], [-3.523, 2.279, 3.435], [-3.441, 3.302, 4.577], [-3.989, 3.072, 2.207], [-4.505, 1.158, 3.801], [-0.683, 2.922, 4.319], [-0.925, 3.633, 2.702], [0.308, 2.386, 2.939], [-2.544, 1.321, 8.000], [-1.946, 0.012, 10.014], [-0.567, -2.039, 9.811], [0.269, -2.768, 7.593], [0.630, -3.388, 3.767], [0.693, -3.524, 1.982], [-0.849, -3.258, 2.795], [2.329, -1.503, 5.139], [3.907, -1.338, 4.362], [2.922, -2.773, 4.067], [2.084, 0.920, 4.077], [2.035, 1.077, 2.307], [3.574, 0.754, 3.135], [2.671, -2.550, 1.561], [4.017, -1.447, 1.836], [2.630, -0.920, 0.861], [-2.810, 4.154, 4.307], [-3.081, 2.870, 5.496], [-4.453, 3.690, 4.751], [-3.267, 3.855, 1.953], [-4.940, 3.563, 2.434], [-4.144, 2.453, 1.335], [-4.194, 0.666, 4.724], [-4.564, 0.407, 3.013], [-5.505, 1.565, 3.963]],
  "gap_ev": [6.69, 6.82],
  "lumo_energy_ev": [-2.84, -3.24],
  "s_squared": 2.012,
  "multiplicity": 3,
  "total_charge": 1
}

***

E_tot per entry: -195992.871 -112377.915 -170993.645 eV